{
  "formula": "C30H46HgNO23S3",
  "method": "ωB97M-V with the def2-TZVPD basis set",
  "total_energy_ha": -4303.53239,
  "max_force_ha_per_bohr": 0.041,
  "spin_multiplicity": 1,
  "charge": 1,
  "relative_energy_kj_mol": 0.0,
  "lumo_ev": -5.63,
  "gap_ev": 6.67,
  "symbols": ["Hg", "C", "C", "O", "H", "H", "H", "H", "H", "C", "C", "O", "S", "O", "O", "O", "H", "H", "H", "H", "C", "C", "O", "S", "O", "O", "O", "H", "H", "H", "H", "C", "C", "O", "S", "O", "O", "O", "H", "H", "H", "H", "C", "C", "C", "C", "C", "C", "N", "O", "O", "H", "H", "H", "H", "H", "O", "C", "O", "C", "C", "C", "H", "H", "H", "H", "H", "H", "O", "C", "O", "C", "C", "C", "H", "H", "H", "H", "H", "H", "O", "C", "O", "C", "C", "C", "H", "H", "H", "H", "H", "H", "O", "C", "O", "C", "C", "C", "H", "H", "H", "H", "H", "H"],
  "coordinates": [[2.6076, 2.1266, -3.0710], [-0.2346, 0.5633, -0.1474], [0.2751, 0.3141, -1.5303], [1.3142, 1.2699, -1.7473], [0.5589, 0.3733, 0.5890], [-1.0362, -0.0877, 0.1885], [-0.3264, 1.6409, 0.0157], [-0.4940, 0.2522, -2.3099], [0.8046, -0.6383, -1.6599], [-4.1643, -0.4328, 0.4111], [-3.7002, 0.1181, 1.7732], [-4.8610, 0.4455, 2.5385], [-6.1747, -0.0269, 1.7691], [-7.1681, 0.9556, 1.8862], [-6.4339, -1.3756, 2.1114], [-5.5359, -0.0175, 0.3058], [-4.1644, -1.5219, 0.3214], [-3.5737, -0.0218, -0.4031], [-3.2853, 1.1046, 1.5266], [-2.9110, -0.4371, 2.2724], [-3.0036, 2.9502, -3.1629], [-1.9758, 2.1699, -3.9911], [-2.6683, 1.0267, -4.4840], [-4.2697, 1.2513, -4.4338], [-4.7953, 0.3958, -3.4342], [-4.8160, 1.2282, -5.7271], [-4.1907, 2.7550, -3.9357], [-2.7678, 4.0080, -3.2332], [-3.1089, 2.5803, -2.1456], [-1.1722, 1.8324, -3.3387], [-1.5884, 2.7236, -4.8452], [2.0846, -2.5690, -3.0454], [2.6504, -3.6279, -4.0387], [4.0479, -3.7986, -3.6843], [4.3511, -3.1532, -2.2729], [5.6173, -2.5562, -2.2639], [4.0478, -4.0285, -1.2040], [3.2283, -2.0480, -2.3717], [1.4067, -3.0718, -2.3566], [1.5316, -1.7815, -3.5465], [2.5305, -3.3858, -5.0860], [2.1720, -4.5715, -3.7869], [0.3509, 1.3464, 6.5678], [0.5161, 2.7205, 6.4933], [0.8561, 3.3198, 5.2928], [1.0833, 2.5255, 4.1798], [0.9441, 1.1614, 4.2802], [0.4777, 0.5571, 5.4371], [1.5569, 3.1190, 2.9477], [1.3913, 2.4697, 1.9154], [2.0825, 4.2046, 2.9813], [0.0316, 0.9281, 7.5151], [0.3790, 3.3844, 7.3350], [0.8909, 4.4005, 5.2319], [0.9178, 0.6573, 3.3187], [0.4581, -0.5221, 5.4095], [3.0503, 4.1283, -1.9331], [2.3727, 4.8426, -1.2204], [2.2847, 6.1265, -1.4143], [1.4192, 6.6938, -0.4021], [0.5164, 5.5512, -0.0105], [1.5065, 4.3876, -0.0663], [0.9124, 7.5790, -0.7768], [2.0127, 7.0383, 0.4496], [-0.2567, 5.3885, -0.7693], [-0.0367, 5.7223, 0.9104], [1.0325, 3.4310, -0.2727], [2.0688, 4.3091, 0.8672], [-1.0645, -2.8533, -3.3817], [-1.8760, -3.5042, -2.8045], [-1.7809, -4.8474, -2.7214], [-2.8247, -5.4143, -1.9608], [-3.6502, -4.2601, -1.3152], [-2.9776, -3.0136, -1.9122], [-2.4549, -6.0649, -1.1723], [-3.5058, -6.0398, -2.5366], [-3.6273, -4.2743, -0.2271], [-4.6942, -4.3265, -1.6081], [-2.6043, -2.3887, -1.1031], [-3.7023, -2.4503, -2.5018], [-1.0681, -0.7255, 2.6754], [-0.8324, -1.8886, 2.5108], [-1.4887, -2.8381, 3.1878], [-1.0121, -4.1396, 2.8714], [0.2306, -3.9708, 1.9676], [0.2190, -2.4835, 1.5847], [-1.7658, -4.6933, 2.3084], [-0.8336, -4.7907, 3.7245], [0.1755, -4.6216, 1.0974], [1.1335, -4.2148, 2.5240], [-0.0815, -2.2894, 0.5542], [1.1676, -1.9939, 1.7939], [4.3780, 1.3988, -1.8369], [4.7392, 0.7898, -0.8519], [5.9859, 0.4077, -0.7293], [6.1181, -0.5764, 0.3195], [4.8933, -0.3805, 1.2263], [3.8896, 0.3684, 0.3079], [7.0843, -0.4943, 0.8031], [6.0042, -1.5808, -0.0799], [5.0338, 0.1633, 2.1597], [4.5879, -1.3754, 1.5534], [3.5184, 1.2064, 0.8899], [3.0583, -0.2440, -0.0358]],
  "forces_ev_per_angstrom": [[-0.2, -0.1, 1.0], [1.2, 0.2, 1.0], [1.3, -0.9, -1.4], [-0.6, 0.7, 0.3], [0.1, -0.3, -0.3], [-0.5, 0.4, -0.3], [-1.0, -0.1, -0.2], [-0.1, 0.5, 0.1], [-0.5, -0.4, 0.5], [-0.5, -0.8, 0.4], [0.5, 1.5, -1.2], [-0.2, -0.5, 0.1], [0.7, -0.6, 0.0], [-0.4, 0.6, -0.1], [-0.2, -0.5, 0.2], [0.2, 0.6, -0.2], [0.1, 0.0, 0.3], [-0.3, 0.2, -0.1], [0.3, -0.1, 0.3], [-0.8, -0.2, 0.3], [0.5, 0.1, -1.2], [0.2, -0.1, 0.6], [-0.4, -0.1, 0.0], [0.6, -0.2, 0.2], [0.1, -0.1, 0.5], [-0.1, 0.1, -0.7], [-0.5, 0.1, 0.3], [-0.2, 0.1, 0.4], [-0.1, 0.0, 0.0], [0.2, 0.0, -0.2], [-0.1, 0.2, 0.1], [-0.2, -0.7, -0.6], [-0.3, -0.6, 1.2], [0.0, 0.3, -0.2], [-0.5, -0.6, -0.2], [1.1, 0.9, -0.4], [-0.6, -0.6, 0.3], [-0.2, 0.9, 0.2], [0.1, 0.2, 0.2], [0.2, 0.2, 0.1], [0.4, 0.1, -0.1], [-0.1, -0.1, -0.5], [-0.6, -0.2, 0.6], [0.1, 0.4, -0.5], [0.1, 0.5, 0.0], [0.1, 0.2, 1.5], [-1.2, -0.2, -1.5], [1.4, 0.3, -0.3], [-0.6, -0.9, -0.6], [0.2, -0.1, 0.6], [0.2, 0.5, 0.2], [0.1, -0.2, -0.1], [-0.1, -0.3, 0.2], [0.3, -0.1, -0.1], [0.5, -0.5, 0.3], [-0.6, 0.0, 0.4], [0.6, -0.3, -1.1], [-0.8, -0.9, 0.9], [0.2, 0.8, -0.1], [-0.4, 0.7, 0.7], [-0.5, -0.2, -0.2], [-0.5, 0.5, -0.3], [0.1, -0.2, -0.5], [0.2, -0.2, -0.1], [0.1, 0.2, -0.1], [0.4, -0.1, 0.3], [0.3, 0.0, -0.1], [0.2, 0.1, -0.5], [0.5, 0.5, -0.7], [0.2, -0.4, 1.3], [0.1, -0.1, -0.5], [-1.6, -0.3, 1.3], [0.4, -0.1, -0.6], [-1.3, -0.1, 0.3], [0.6, 0.0, -0.1], [0.4, 0.1, -0.6], [0.2, 0.0, 0.0], [0.0, 0.0, 0.0], [0.3, 0.3, -0.4], [0.2, 0.3, 0.0], [0.2, 0.2, 0.1], [0.5, -0.2, 0.0], [0.0, -0.1, 0.3], [0.1, -1.2, -1.3], [0.1, 0.2, 0.2], [-0.3, -0.4, 0.6], [-0.4, 0.4, 0.0], [0.1, 0.7, 0.5], [0.1, 0.0, 0.1], [0.0, 0.0, -0.1], [0.1, 0.0, 0.0], [0.0, 0.1, -0.2], [0.4, 0.4, -0.7], [-0.3, -0.1, 0.2], [0.3, -0.3, -0.1], [-0.6, -0.3, 0.9], [-0.2, -0.3, 0.1], [0.6, -0.8, 1.1], [0.1, 0.3, -0.1], [0.4, 0.2, -0.6], [0.4, 0.3, -0.2], [-0.4, 0.1, -0.2], [-0.4, 0.3, -0.5], [-0.1, 0.1, -0.1]],
  "mulliken_charge": [2.06, 0.17, 0.17, -0.42, -0.48, -0.19, 0.16, 0.12, -0.47, -0.03, 0.50, -0.38, 1.09, -0.55, -0.56, -0.30, 0.02, 0.23, 0.12, -0.02, -0.31, 0.51, -0.28, 1.04, -0.44, -0.55, -0.36, 0.33, 0.28, -0.58, 0.33, -0.30, -0.34, -0.37, 1.11, -0.54, -0.60, -0.10, 0.09, 0.40, 0.29, 0.30, -0.58, -0.54, -0.52, 0.05, 0.44, -0.58, 1.12, -0.40, -0.65, 0.40, 0.40, 0.46, -0.02, 0.45, -0.65, 0.34, -0.37, -0.55, -0.55, 1.47, 0.42, 0.25, 0.22, 0.37, -1.09, 0.12, -0.58, 0.34, -0.39, -0.42, -0.59, 1.22, 0.31, 0.26, 0.29, 0.32, -0.97, 0.26, -0.80, 0.53, -0.41, -0.49, -0.59, 0.69, 0.26, 0.35, 0.30, 0.31, -0.24, -0.04, -0.53, 0.26, -0.42, -0.32, -0.76, 1.08, 0.39, 0.12, 0.39, 0.32, -0.24, -0.37]
}


{
  "formula": "C30H47FFeN3O4SSi",
  "method": "ωB97M-V with the def2-TZVPD basis set",
  "total_energy_ha": -3687.29698,
  "max_force_ha_per_bohr": 0.020,
  "spin_multiplicity": 6,
  "charge": 2,
  "relative_energy_kj_mol": 0.0,
  "lumo_ev": [-4.99, -6.00],
  "gap_ev": [6.79, 7.09],
  "symbols": ["Fe", "F", "C", "C", "C", "C", "O", "C", "C", "N", "C", "C", "C", "C", "C", "C", "N", "C", "C", "N", "C", "C", "C", "O", "O", "H", "H", "H", "H", "H", "H", "H", "H", "H", "H", "H", "H", "H", "H", "H", "H", "H", "H", "C", "Si", "C", "C", "C", "C", "C", "C", "C", "C", "H", "H", "H", "H", "H", "H", "H", "H", "H", "H", "H", "H", "H", "H", "H", "H", "H", "H", "H", "H", "H", "O", "S", "C", "C", "C", "C", "H", "H", "H", "H", "H", "H", "H", "H"],
  "coordinates": [[0.1992, 0.0108, 0.1266], [-3.5040, 1.6751, -5.2776], [-2.8018, 0.5268, -5.1759], [-2.2046, 0.2612, -3.9756], [-1.4779, -0.9118, -3.7713], [-0.8195, -1.1246, -2.4953], [-1.0433, -0.3615, -1.5194], [0.0488, -2.2478, -2.4577], [0.0517, -3.1396, -3.4845], [-0.6826, -3.0265, -4.6161], [-0.7235, -4.2268, -5.4410], [-0.5138, -4.2710, -6.9259], [-1.8547, -4.6254, -6.3373], [-1.3847, -1.8483, -4.8250], [-1.9715, -1.5220, -6.0501], [-2.7012, -0.3561, -6.2576], [-3.2484, -0.1304, -7.5398], [-3.7452, 1.1958, -7.9108], [-4.0668, 1.1928, -9.4153], [-3.2273, 0.1466, -10.0752], [-3.6553, -1.2314, -9.6558], [-4.0424, -1.1757, -8.1705], [0.9880, -2.5165, -1.3009], [1.4417, -3.6274, -1.1459], [1.2569, -1.4749, -0.5819], [-2.3059, 0.9571, -3.1554], [0.6668, -4.0247, -3.3840], [-0.2820, -5.0441, -4.8926], [0.0999, -5.0731, -7.3105], [-0.3808, -3.3422, -7.4631], [-2.1410, -5.6672, -6.3123], [-2.6969, -3.9616, -6.4566], [-1.8481, -2.1696, -6.9007], [-2.9698, 1.9281, -7.6920], [-4.6472, 1.4866, -7.3666], [-3.8536, 2.1635, -9.8559], [-5.1090, 0.9476, -9.6080], [-2.2643, 0.2869, -9.7654], [-3.2526, 0.2393, -11.0901], [-2.8169, -1.9035, -9.8269], [-4.4936, -1.5428, -10.2759], [-3.8598, -2.1429, -7.7123], [-5.1135, -0.9669, -8.0643], [2.3627, 1.1708, 2.6814], [0.9106, -0.0360, 2.8200], [1.5253, -1.8318, 3.1584], [1.8872, -1.9498, 4.6447], [2.7850, -2.0811, 2.3202], [0.4537, -2.8639, 2.7910], [-0.5401, 0.7200, 3.8569], [-0.1217, 0.8046, 5.3293], [-0.8536, 2.1295, 3.3537], [-1.7972, -0.1473, 3.7174], [2.9495, 1.1617, 3.6048], [2.0263, 2.1931, 2.5078], [3.0297, 0.8967, 1.8621], [2.5960, -1.1782, 4.9550], [2.3594, -2.9203, 4.8191], [1.0086, -1.8902, 5.2893], [3.5992, -1.4119, 2.6071], [2.5989, -1.9717, 1.2537], [3.1245, -3.1060, 2.4911], [-0.4530, -2.7479, 3.3873], [0.8427, -3.8689, 2.9730], [0.1893, -2.7990, 1.7322], [0.7874, 1.3966, 5.4581], [0.0471, -0.1816, 5.7627], [-0.9170, 1.2875, 5.9045], [0.0024, 2.7996, 3.4599], [-1.6750, 2.5485, 3.9412], [-1.1606, 2.1118, 2.3092], [-1.6501, -1.1427, 4.1381], [-2.0935, -0.2533, 2.6692], [-2.6276, 0.3164, 4.2573], [0.3230, 2.1465, -0.1012], [-0.6905, 3.2757, -0.2127], [0.2343, 4.8384, -0.1269], [-0.5938, 5.7622, -1.0047], [-0.8610, 5.0078, -2.3168], [-1.0005, 3.5112, -1.9990], [1.2327, 4.6486, -0.5243], [0.3015, 5.1604, 0.9102], [-0.0754, 6.7012, -1.1889], [-1.5334, 6.0005, -0.5016], [-0.0328, 5.1603, -3.0080], [-1.7583, 5.3892, -2.8006], [-0.2579, 2.8916, -2.5010], [-1.9968, 3.1265, -2.2108]],
  "forces_ev_per_angstrom": [[0.4, -0.1, -0.7], [-0.1, 0.0, -0.2], [0.0, 0.1, 0.3], [0.0, 0.0, -0.1], [-0.2, -0.1, -0.3], [0.2, -0.5, 0.2], [-0.1, 0.5, 0.1], [0.2, 0.3, 0.2], [-0.2, 0.0, -0.1], [0.2, 0.0, 0.2], [0.0, -0.2, -0.4], [0.1, 0.1, 0.0], [-0.1, 0.0, 0.1], [0.0, 0.2, 0.2], [-0.2, 0.1, -0.2], [0.2, -0.3, 0.0], [-0.1, 0.2, 0.0], [0.1, -0.1, 0.0], [-0.1, 0.2, 0.3], [0.0, 0.1, 0.0], [-0.1, -0.3, 0.3], [0.0, 0.1, -0.1], [-0.2, -0.2, -0.2], [0.1, 0.1, 0.0], [-0.1, 0.8, 0.7], [0.0, 0.0, 0.0], [0.0, 0.0, 0.0], [0.0, 0.0, 0.0], [0.0, 0.0, 0.0], [-0.1, 0.0, 0.0], [0.0, 0.0, 0.0], [0.0, 0.1, 0.0], [0.0, 0.0, 0.0], [0.0, 0.0, 0.0], [0.0, 0.0, 0.0], [0.0, 0.0, -0.1], [0.0, -0.1, -0.1], [0.1, 0.0, -0.1], [0.0, 0.0, 0.0], [0.0, 0.1, -0.1], [0.0, 0.1, -0.1], [0.0, 0.0, 0.0], [0.0, 0.0, 0.0], [-0.3, -0.1, -0.2], [0.1, 0.1, 0.4], [-0.3, 0.4, -0.2], [-0.1, 0.1, 0.0], [0.0, 0.1, 0.0], [0.0, 0.0, 0.0], [0.2, -0.3, -0.3], [0.1, -0.1, 0.0], [0.1, 0.0, 0.1], [0.1, 0.0, 0.1], [0.0, -0.1, 0.0], [0.0, 0.0, 0.0], [0.0, 0.0, 0.1], [0.0, 0.0, 0.0], [0.0, 0.0, 0.0], [0.1, -0.1, 0.0], [0.0, 0.0, 0.0], [0.0, 0.0, 0.0], [0.0, 0.0, 0.0], [0.0, 0.0, 0.0], [0.0, 0.0, 0.0], [0.0, -0.1, 0.0], [0.0, 0.0, 0.0], [0.0, 0.1, 0.0], [0.0, 0.0, 0.0], [0.0, 0.0, 0.0], [0.0, 0.0, 0.0], [-0.1, 0.1, -0.1], [0.0, 0.0, 0.0], [-0.1, 0.0, 0.0], [0.0, 0.0, 0.0], [0.2, -0.9, 0.1], [0.0, 0.4, -0.3], [-0.1, -0.1, 0.1], [0.0, 0.0, -0.1], [0.0, 0.1, 0.0], [-0.1, 0.0, 0.1], [0.0, -0.1, 0.0], [0.0, -0.1, 0.0], [0.0, 0.0, 0.1], [0.0, 0.0, 0.0], [0.0, 0.0, 0.0], [0.0, 0.0, 0.0], [0.0, -0.1, 0.0], [0.0, 0.0, 0.0]],
  "mulliken_charge": [1.13, -0.34, 0.64, -0.78, 0.47, 1.39, -1.15, -0.18, -0.25, 0.11, -0.07, -0.60, -0.49, 0.09, -0.19, -1.67, 0.20, -0.76, -0.77, -0.11, -0.79, -0.41, 0.13, -0.65, -0.77, 0.57, 0.51, 0.46, 0.36, 0.17, 0.32, 0.12, 0.69, 0.52, 0.43, 0.40, 0.36, 0.39, 0.35, 0.46, 0.38, 0.26, 0.31, -1.33, 0.68, 2.05, -1.93, -1.74, -1.35, 1.97, -1.80, -1.78, -1.70, 0.39, 0.38, 0.39, 0.39, 0.51, 0.37, 0.37, 0.14, 0.52, 0.29, 0.50, 0.08, 0.38, 0.36, 0.49, 0.37, 0.54, 0.20, 0.38, 0.23, 0.49, -0.65, 0.32, -0.74, -0.64, -0.71, -0.38, 0.37, 0.42, 0.37, 0.33, 0.31, 0.29, 0.35, 0.31]
}